Molecular formula: C8H13N3O
Method: DFT, the ωB97M-V functional and the def2-TZVPD basis

The value obtained for the orbital gap (alpha / beta) is 8.3 / 7.5 eV. As for the energy above the lowest of the compared OMol25 structures with the same formula, charge and spin: 0.0 kJ/mol. For the molecular weight, the calculation gives 167.21 g mol⁻¹. As for the multiplicity: 3. As for the charge: 0. As for the HOMO energy (alpha / beta): -7.41 / -10.28 eV. The value obtained for the strongest force on any atom is 5.0 eV/Å.

Bonds (Å) are listed after each position.
Atoms and positions in Å:
1 C 2.382 1.052 -0.171  C2 1.320, N9 1.354, H13 1.026
2 C 2.034 0.036 0.597  C1 1.320, C3 1.499, C6 1.490
3 C 2.846 -1.224 0.603  C2 1.499, N11 1.341, O12 1.203
4 C -1.864 0.740 -1.168  C8 1.534, H14 1.087, H15 1.102, H16 1.032
5 C -0.838 -1.451 -0.625  C8 1.571, H17 1.102, H18 1.113, H19 1.064
6 C 0.850 0.022 1.501  C2 1.490, C7 1.522, H20 1.113, H21 1.133
7 C -0.347 0.671 0.822  C6 1.522, C8 1.520, H22 1.091, H23 1.228
8 C -0.607 0.102 -0.563  C4 1.534, C5 1.571, C7 1.520, H24 1.089
9 N 3.549 1.062 -0.859  C1 1.354, N10 1.308
10 N 4.374 0.052 -0.755  N9 1.308, N11 1.508, H25 1.003
11 N 4.011 -1.237 -0.061  C3 1.341, N10 1.508
12 O 2.434 -2.272 1.026  C3 1.203
13 H 1.799 1.896 -0.194  C1 1.026
14 H -2.524 0.032 -1.663  C4 1.087
15 H -1.483 1.436 -1.934  C4 1.102
16 H -2.494 1.310 -0.581  C4 1.032
17 H -1.216 -1.757 0.364  C5 1.102
18 H 0.180 -1.891 -0.707  C5 1.113
19 H -1.478 -1.752 -1.421  C5 1.064
20 H 1.255 0.517 2.412  C6 1.113
21 H 0.648 -0.985 1.979  C6 1.133
22 H -0.085 1.718 0.659  C7 1.091
23 H -1.290 0.433 1.571  C7 1.228
24 H 0.187 0.221 -1.299  C8 1.089
25 H 5.208 0.016 -1.311  N10 1.003